{
  "formula": "C3H12N3P2",
  "method": "ωB97M-V with the def2-TZVPD basis set",
  "elements": ["H", "H", "N", "H", "C", "H", "C", "H", "C", "N", "H", "N", "H", "H", "P", "H", "H", "H", "P", "H"],
  "xyz": [[3.500192, 0.721298, 1.528242], [3.166816, -1.626843, 1.200584], [1.083913, -1.046192, 0.393171], [0.297314, -0.756436, -1.441295], [-1.806004, 0.786509, -0.588932], [2.039497, 2.507402, -0.188306], [-2.045454, -1.388809, 0.575329], [-1.130192, 1.519730, -0.696060], [0.189237, -0.799352, -0.428263], [1.796779, 1.556602, -0.346472], [-2.164824, 0.515093, -1.499106], [-1.048583, -0.307136, 0.153985], [-1.524456, -2.324070, 0.645468], [-0.719405, 0.215701, 1.021171], [3.092438, 0.704345, 0.123974], [4.465860, 1.065472, -0.328457], [-2.462639, -1.269843, 1.659613], [-2.737551, -1.495248, -0.218796], [2.645578, -1.385175, -0.155701], [-2.660858, 1.096250, 0.020289]],
  "forces_ev_per_a": [[-0.7, -0.1, -0.7], [0.0, -0.3, -1.2], [6.7, -2.6, 3.7], [-0.2, 0.0, -2.6], [-0.7, -1.6, 3.1], [0.0, 1.5, -0.1], [0.7, -0.2, 2.4], [2.2, 2.9, -0.4], [-6.4, 1.4, -2.8], [1.0, -1.6, 0.4], [-0.8, -1.4, -2.6], [-1.0, 1.4, 1.5], [0.6, -0.4, -0.1], [-0.5, -0.9, -0.9], [1.6, 1.4, 0.4], [-1.4, -0.1, 0.0], [0.4, 0.5, -2.3], [-1.0, 0.1, -0.4], [-0.8, 0.1, 2.5], [0.3, -0.1, 0.1]],
  "mulliken_charge": [0.149, 0.159, -0.401, 0.552, -1.092, 0.238, -0.776, 0.393, -0.487, -0.475, 0.460, 0.140, 0.360, 0.413, 0.133, 0.170, 0.296, 0.347, 0.032, 0.391],
  "e_above_lowest_kcal_mol": 16.4,
  "largest_force_ev_per_a": 8.121,
  "spin_multiplicity": 3,
  "total_charge": 1,
  "homo_lumo_gap_ev": [6.8, 5.3]
}